(1)
C21H31N4O9S2 | wB97M-V/def2-TZVPD

ORCA input file:
```
! wB97M-V def2-TZVPD RIJCOSX def2/J DEFGRID3
* xyz -1 1
S -3.4584 0.3966 6.3681
S -7.0909 -8.7222 7.6771
O -5.8116 -9.2588 6.9270
O -2.2687 0.5621 7.1385
O -4.6425 -0.0576 7.3316
O -6.9926 -9.0128 9.0741
O -3.1815 -5.4409 6.6071
O -1.7498 -5.5256 8.2277
O -7.3986 -7.4002 7.2432
O -2.0239 -3.6923 7.1213
O -3.9788 1.4971 5.6195
N 1.7323 -3.4984 6.3777
N -0.6161 -8.3934 5.0614
N -2.3176 -4.8834 7.3325
N -5.0378 -4.6004 3.2078
C -1.3836 -7.5128 4.4171
C -7.1803 -4.5741 2.1555
C -3.2806 -1.0120 5.3081
C -4.2711 -0.9100 8.4421
C -5.6479 -4.6529 4.3800
C -5.7939 -4.5238 2.1192
C 1.0600 -4.6368 6.2296
C -8.2449 -9.8630 6.9405
C -0.0251 -9.3258 4.3284
C -0.1260 -9.4191 2.9543
C 3.0240 -3.5889 6.6711
C 2.9975 -5.9645 6.6304
C 3.7083 -4.7996 6.7787
C -1.6173 -7.5569 3.0519
C -1.0259 -8.5679 2.3177
C 1.6332 -5.8929 6.3749
C -4.5839 -8.5173 6.9530
C -3.8881 -0.1191 9.6786
C -7.0337 -4.7385 4.5194
C -4.1006 -7.9958 8.3009
C -7.8108 -4.7814 3.3744
H 0.3293 -10.2398 2.4159
H -3.0497 -7.7381 8.1495
H 3.4627 -6.9441 6.6435
H -7.4838 -4.7614 5.5030
H -4.5878 -7.0470 8.5218
H -3.4790 -1.5919 8.1192
H -1.1961 -8.5920 1.2466
H 0.6440 -9.9923 4.8676
H 3.5552 -2.6702 6.9025
H -8.8738 -4.9877 3.3936
H -5.0311 -4.6622 5.2765
H -9.2126 -9.4253 7.1748
H -2.7141 -0.5866 4.4786
H -4.1388 -8.6666 9.1572
H -2.7994 -0.0604 9.7508
H 1.0665 -6.8073 6.2658
H -7.7938 -4.4735 1.2674
H -4.6373 -7.6351 6.3106
H -4.2818 0.8925 9.6665
H -5.2923 -4.3631 1.1703
H -2.6866 -1.7751 5.8115
H 0.0774 -4.4967 5.7896
H 4.7693 -4.7367 6.9903
H -8.0515 -9.8129 5.8738
H -5.1145 -1.5747 8.6320
H -8.0837 -10.8366 7.3829
H -1.8696 -6.7357 5.0015
H -4.2596 -1.3623 5.0032
H -4.1761 -0.6684 10.5768
H -2.3535 -6.9049 2.6012
H -3.8007 -9.1376 6.5218
*
```



(2)
C21H32BBeBrCaClF9N2O14V | wB97M-V/def2-TZVPD

ORCA input file:
```
! wB97M-V def2-TZVPD RIJCOSX def2/J DEFGRID3
* xyz 1 1
Br -0.5111 -0.8752 3.4110
V -5.9588 -4.1051 3.6308
Ca 2.3299 -1.6068 -4.3851
Cl -2.7792 4.7871 1.1901
F -0.5121 1.4893 -3.5399
F -0.6358 0.8947 -8.0298
F -0.0603 -0.6432 -9.4096
F 1.9979 1.0720 -8.8252
F 0.7067 -0.6598 5.7287
F 1.8972 0.5013 -6.7119
F -0.2808 1.8881 -5.6638
F -1.4896 -0.9322 -4.0152
F 0.5942 -0.6594 -4.7628
O -1.0738 7.3071 7.9073
O 5.8093 -3.7205 -3.1147
O -4.3506 -0.3758 3.6462
O -2.2342 5.8800 9.1043
O -6.5459 -4.5758 2.1746
O -4.8298 3.9376 5.4297
O -4.3734 -1.4060 0.2659
O -6.0921 -4.2101 5.2468
O -0.2643 -1.1918 -7.2901
O -3.3818 -2.1767 2.8913
O -5.0851 1.5916 1.9482
O -2.9398 0.2039 -0.7421
O -3.8621 3.3385 2.4165
O 6.9834 -5.3738 -3.9230
N -1.4052 -0.7126 1.7284
N 0.8105 -1.9937 -0.6155
C 8.1818 -5.9301 -4.4982
C -1.2597 -0.9469 -6.3069
C 0.1272 -0.1896 -8.1716
C 2.5685 -1.0978 -1.6111
C -2.1463 6.9674 8.3196
C -3.4127 7.6872 7.9075
C -0.9824 1.1853 -4.7682
C -0.8049 -0.3228 -4.9790
C -3.5651 -0.9191 2.8791
C 1.9283 -2.5589 -0.0520
C -3.4326 5.4976 9.7844
C 9.1050 -6.4884 -3.4382
C 1.1769 -1.1067 -1.5678
C -2.7731 -0.1614 1.8274
C 6.8985 -4.1400 -3.4449
C 1.6243 0.0998 -8.0047
C -3.9093 2.1236 2.1525
C -2.6536 1.3378 2.1068
C 3.0361 -2.0246 -0.6507
C 8.1503 -3.3251 -3.2399
C -4.3567 4.6967 8.8915
B -3.3934 -0.4791 0.3968
Be 6.0258 -2.5244 -0.1124
H -5.6486 2.3157 1.6363
H 7.9163 -2.2807 -3.4291
H 7.8423 -6.7338 -5.1469
H 1.8365 -3.2913 0.7320
H -2.3570 -0.3860 -1.2186
H 8.4748 -3.4344 -2.2055
H -4.4114 4.2329 4.6002
H -2.0291 1.7957 1.3442
H 2.2115 -0.7980 -8.2155
H 9.4518 -5.7139 -2.7546
H 4.0821 -2.2700 -0.4177
H -1.6173 -1.9463 -6.0574
H -3.1068 4.8818 10.6205
H -0.1440 -2.2029 -0.3484
H -2.0405 1.4567 -4.8249
H -3.1894 8.7482 7.8325
H 8.5840 -7.2338 -2.8390
H 8.6750 -5.1994 -5.1393
H 8.9664 -3.5923 -3.9049
H 0.4393 -0.5514 -2.1262
H -3.8424 3.8198 8.5020
H -5.2368 4.3702 9.4463
H -5.0649 -1.0856 -0.3182
H -3.7258 7.3168 6.9328
H -4.6884 5.2762 8.0306
H -3.9261 6.3707 10.2153
H -2.1409 1.5260 3.0460
H -0.8667 -0.1406 1.0932
H -4.2335 7.5846 8.6125
H -2.1267 -0.4227 -6.7064
H 3.1834 -0.4750 -2.2640
H 9.9748 -6.9537 -3.8992
*
```



(3)
C21H32CoGeN4O4 | wB97M-V/def2-TZVPD

Properties
**Energy above the lowest of the compared OMol25 structures with the same formula, charge and spin**: 0.000 eV
**⟨S²⟩**: 6.05

ORCA input file:
```
! wB97M-V def2-TZVPD RIJCOSX def2/J DEFGRID3
* xyz 1 5
Ge -0.1213 2.5925 -0.0151
Co 1.6111 -0.5781 1.0648
O 0.1010 2.6739 2.9307
O 4.7863 0.9732 3.0852
O 0.3948 -1.4819 2.3529
O 0.7398 1.4109 1.1869
N 0.6701 -1.7667 -0.3840
N 2.6958 0.2720 2.4153
N 3.6589 -0.6930 0.1618
N -0.5215 -3.3270 -1.3394
C 4.5995 -0.6230 1.3097
C -3.6810 -1.4505 -0.7524
C 0.4584 2.6698 -2.8869
C 0.9926 2.1476 -1.5476
C -2.0833 0.4903 -0.4043
C -0.2891 4.6929 -4.2260
C 0.1596 -2.7025 -2.3440
C -1.6787 -4.1806 1.2087
C -1.8123 -3.9527 3.6345
C -0.7658 -3.1456 1.1206
C 4.0404 0.3100 2.3837
C 0.3734 4.1937 -2.9467
C -2.2022 -4.5811 2.4336
C -1.9503 1.9826 -0.1119
C -3.5401 0.0502 -0.5239
C 0.8986 -1.7349 -1.7357
C -0.9210 -2.9261 3.5982
C 1.9838 1.2070 3.2546
C 0.8520 1.8551 2.4813
C -0.2030 -2.7413 -0.1587
C -0.3813 -2.4669 2.3471
H -2.0075 -4.7012 0.3179
H 1.1075 2.3195 -3.6943
H 1.5729 -1.0236 -2.1853
H -1.3199 4.3382 -4.2971
H 1.9861 2.5528 -1.3392
H -4.0752 0.3347 0.3862
H -4.7273 -1.7452 -0.8412
H -2.2234 -4.2865 4.5776
H 2.6320 1.9961 3.6366
H -2.4313 2.2408 0.8331
H -0.1862 4.5665 -2.0812
H -0.5356 2.2506 -3.0830
H 0.2502 4.3355 -5.1064
H -0.3046 5.7821 -4.2646
H 3.9155 -1.4435 -0.4697
H -1.1587 -4.0947 -1.4641
H -1.5587 0.2381 -1.3347
H -3.2476 -2.0081 0.0851
H -4.0097 0.5939 -1.3477
H 5.5866 -0.2718 1.0201
H 1.3812 4.6097 -2.8634
H 4.6998 -1.6199 1.7378
H 0.0653 -2.9862 -3.3782
H 1.5272 0.7199 4.1198
H 1.0799 1.0564 -1.5645
H -2.9178 -5.3929 2.4615
H -3.1675 -1.7541 -1.6700
H -0.5983 -2.4086 4.4922
H -1.6019 -0.0822 0.3965
H 0.0976 3.9699 0.5894
H 3.7425 0.1699 -0.3687
H -2.4385 2.5742 -0.8938
*
```



(4)
C21H32N2O3S | wB97M-V/def2-TZVPD

Properties
**Energy above the lowest of the compared OMol25 structures with the same formula, charge and spin**: 0.820 eV

ORCA input file:
```
! wB97M-V def2-TZVPD RIJCOSX def2/J DEFGRID3
* xyz 0 1
S -3.7855 -0.2714 -0.8183
O -3.2389 -0.5961 -2.1103
O -4.8138 0.7271 -0.7586
O 0.0533 2.2132 1.7810
N 1.6925 2.3772 0.2690
N -2.5731 0.1088 0.2742
C 3.8289 -2.0546 -1.2702
C 3.4596 -3.2135 1.2095
C 2.6919 2.4028 1.3203
C -5.6077 -2.7179 1.9482
C 5.1496 -0.1616 -0.2716
C -0.6427 0.7277 -1.1261
C -2.6271 1.4278 0.8701
C 4.2565 1.0877 -0.1338
C 3.5787 1.1625 1.2346
C 2.8939 -3.7959 0.0884
C 3.1819 1.1391 -1.2202
C -0.6281 2.1433 -0.5289
C 0.3880 2.2407 0.6086
C -2.0422 2.4993 -0.0491
C 3.0864 -3.2164 -1.1538
C -4.4271 -1.8033 -0.0851
C 4.3852 -1.4492 -0.1493
C 2.2912 2.3728 -1.0445
C -4.9915 -1.4905 1.2844
C -1.2396 -0.2709 -0.1348
C 4.2001 -2.0509 1.0899
H -4.1891 -1.0928 1.9080
H 2.3133 -4.7018 0.1809
H -2.6926 2.5943 -0.9217
H 2.6587 -3.6709 -2.0355
H -3.6754 1.6450 1.0718
H -0.6209 -0.3341 0.7662
H 3.6431 1.1697 -2.2090
H 3.3246 -3.6664 2.1810
H 2.1671 2.4396 2.2757
H 0.3610 0.4024 -1.4007
H 2.5669 0.2395 -1.1556
H 4.9041 1.9661 -0.2463
H -0.3518 2.8646 -1.3051
H -1.3042 -1.2568 -0.5974
H -5.7447 -0.7094 1.1700
H -2.0232 3.4513 0.4831
H -1.2672 0.7220 -2.0214
H -5.1853 -2.1773 -0.7686
H 5.9185 -0.1198 0.5028
H 3.9843 -1.6159 -2.2458
H 3.2981 3.3093 1.2083
H -4.8617 -3.4995 2.0732
H 5.6451 -0.1240 -1.2443
H 4.6455 -1.6079 1.9693
H -2.0664 1.3972 1.8070
H -6.0024 -2.4593 2.9272
H 2.9600 0.2763 1.3857
H 4.3278 1.1993 2.0271
H 1.5335 2.3970 -1.8244
H -6.4204 -3.1126 1.3431
H -3.5915 -2.4961 -0.0470
H 2.9073 3.2773 -1.1388
*
```



no.,calculated total energy (Ha)
1,-2511.2762
2,-7575.5886
3,-4798.9422
4,-1552.8561